Version P
This record from the Open Molecules 2025 dataset describes an isolated molecule of C14H17N3O4S2. The level of theory is the ωB97M-V functional and the def2-TZVPD basis.

Its LUMO energy is 0.2 eV. The SMILES is Cc1nc(NS(=O)(=O)c2ccccc2)sc1NC(=O)OC(C)C. The value obtained for the HOMO-LUMO gap is 8.04 eV.

Structure (ORCA input):
```
! wB97M-V def2-TZVPD RIJCOSX def2/J DEFGRID3
* xyz 0 1
C -1.94 0.97 -3.34
C -1.23 0.97 -1.94
N 0.11 1.02 -1.92
C 0.55 0.91 -0.69
N 1.88 0.70 -0.71
S 2.30 -0.65 0.01
O 2.35 -0.29 1.47
O 1.47 -1.78 -0.39
C 3.99 -0.79 -0.62
C 4.32 -2.03 -1.27
C 5.61 -2.23 -1.74
C 6.53 -1.14 -1.63
C 6.17 0.12 -1.10
C 4.90 0.26 -0.57
S -0.71 0.92 0.61
C -1.87 0.89 -0.75
N -3.28 0.86 -0.72
C -4.01 0.54 0.41
O -5.09 -0.03 0.06
O -3.48 0.66 1.66
C -4.14 0.17 2.78
C -4.36 1.29 3.85
C -3.29 -1.08 3.12
H -2.02 2.00 -3.81
H -1.37 0.42 -4.07
H -2.96 0.54 -3.28
H 2.19 0.89 -1.66
H 3.61 -2.84 -1.45
H 5.94 -3.18 -2.17
H 7.62 -1.25 -1.90
H 6.93 0.96 -1.05
H 4.51 1.17 0.01
H -3.87 0.72 -1.48
H -5.13 -0.18 2.46
H -3.38 1.67 4.21
H -4.90 2.07 3.41
H -4.83 0.89 4.73
H -3.84 -1.82 3.73
H -2.95 -1.56 2.17
H -2.34 -0.76 3.58
*
```

***

Version Q
This record from the Open Molecules 2025 dataset describes an isolated molecule of C14H17N3O4S2. The level of theory is the ωB97M-V functional and the def2-TZVPD basis.

Its LUMO energy is 0.3 eV. The SMILES is CCCCOC(=O)Nc1ccc(S(=O)(=O)Nc2nccs2)cc1. The value obtained for the HOMO-LUMO gap is 8.90 eV.

Structure (ORCA input):
```
! wB97M-V def2-TZVPD RIJCOSX def2/J DEFGRID3
* xyz 0 1
C 3.55 -5.70 2.09
C 2.84 -5.09 0.88
C 1.34 -4.98 1.10
C 0.63 -4.36 -0.09
O 1.04 -3.00 -0.24
C 0.11 -2.12 -0.63
O -1.04 -2.38 -0.87
N 0.69 -0.88 -0.69
C 0.13 0.33 -1.06
C -1.20 0.44 -1.48
C -1.71 1.68 -1.84
C -0.90 2.80 -1.78
S -1.58 4.38 -2.22
O -2.28 4.30 -3.46
O -0.61 5.40 -2.02
N -2.81 4.54 -1.06
C -2.56 4.90 0.23
N -3.43 5.38 1.05
C -2.88 5.60 2.27
C -1.57 5.28 2.40
S -0.96 4.66 0.90
C 0.42 2.71 -1.37
C 0.93 1.48 -1.01
H 4.62 -5.77 1.91
H 3.38 -5.09 2.98
H 3.16 -6.70 2.29
H 3.24 -4.10 0.69
H 3.03 -5.71 0.00
H 0.91 -5.98 1.27
H 1.14 -4.38 1.99
H 0.88 -4.89 -1.01
H -0.46 -4.38 0.04
H 1.67 -0.86 -0.43
H -1.82 -0.44 -1.53
H -2.72 1.78 -2.18
H -3.73 4.77 -1.41
H -3.51 6.00 3.04
H -0.94 5.36 3.25
H 1.02 3.60 -1.33
H 1.96 1.39 -0.69
*
```

***

Out of the structures above, which one is the most stable? Solution: version Q.